1.
Below is a structure of composition C37H50Ge2N3OPdS2 at a distorted geometry, with properties calculated with ωB97M-V/def2-TZVPD.

XYZ file:
```
96
Properties=species:S:1:pos:R:3:forces:R:3:lowdin_charge:R:1
Pd 0.48940 0.12307 -0.55315 1.7 0.6 0.0 0.749
N 0.82110 -1.41723 1.02645 -0.8 0.0 -0.9 -0.408
S 1.98060 -1.25273 2.13015 -0.7 1.2 0.6 1.083
C 1.95260 0.53237 2.52585 0.5 -0.4 0.1 -0.390
C 0.87540 1.10147 3.18715 -0.1 0.1 0.1 -0.084
C 0.85850 2.46917 3.40745 -0.1 -0.1 -0.1 -0.051
C 1.91060 3.26167 2.97065 0.2 -0.1 -0.1 -0.062
C 2.99060 2.68067 2.32365 0.0 0.1 0.1 -0.082
C 3.01560 1.31047 2.09805 0.0 -0.2 0.1 -0.099
C 1.24150 -1.84013 3.67605 0.2 -0.2 -0.3 -0.394
C 0.10530 -2.62823 3.65425 0.0 0.0 -0.3 -0.080
C -0.44690 -3.04713 4.85385 0.1 0.0 0.1 -0.052
C 0.15390 -2.69873 6.05165 -0.1 0.0 0.0 -0.044
C 1.29920 -1.91633 6.05955 0.1 0.0 -0.1 -0.042
C 1.85460 -1.48583 4.86675 0.1 0.0 0.1 -0.079
H -0.10660 -1.36063 1.45185 0.2 -0.1 0.3 -0.056
H 0.06640 0.48277 3.54215 -0.1 -0.1 0.1 0.095
H 0.02100 2.91747 3.91965 -0.1 0.0 0.1 0.121
H 1.89150 4.32887 3.13445 0.0 0.1 0.1 0.121
H 3.81910 3.28987 1.99605 0.1 0.1 0.0 0.122
H 3.86060 0.85107 1.60725 0.1 -0.1 -0.1 0.110
H -0.35020 -2.92143 2.72055 -0.1 -0.1 -0.1 0.104
H -1.33820 -3.65543 4.84745 -0.1 -0.1 0.0 0.117
H -0.26610 -3.04773 6.98155 -0.1 0.0 0.1 0.118
H 1.76160 -1.64703 6.99565 0.1 0.0 0.1 0.119
H 2.74390 -0.87413 4.86485 0.1 0.1 0.1 0.121
O 2.14420 -0.41773 -2.25915 -1.0 1.0 0.4 -0.656
S 3.04350 -1.50163 -2.78295 1.0 -0.4 0.3 0.984
C 4.68470 -0.69153 -3.00115 -0.3 -0.2 0.2 -0.292
C 5.35610 -0.71393 -1.64005 0.0 -0.1 0.1 -0.232
C 5.09900 -2.10633 -1.07605 0.2 0.2 0.0 -0.223
C 3.61640 -2.38733 -1.26085 0.0 -0.1 -0.3 -0.290
H 4.52290 0.30967 -3.39235 -0.2 0.0 -0.1 0.096
H 5.23390 -1.27813 -3.73505 0.0 -0.1 -0.1 0.101
H 4.90730 0.04477 -0.99335 0.0 0.0 0.0 0.102
H 6.42140 -0.50063 -1.72595 0.0 0.1 0.0 0.126
H 5.38190 -2.16873 -0.02575 0.0 -0.1 0.0 0.120
H 5.68970 -2.83693 -1.63005 0.0 0.0 0.1 0.123
H 2.99830 -1.98053 -0.45535 0.0 0.0 -0.2 0.041
H 3.41150 -3.44723 -1.37535 -0.2 -0.1 0.0 0.092
C -0.03240 3.23917 -0.18715 -0.5 0.4 0.7 -0.115
C 0.12020 4.67367 -0.78955 -0.1 -0.2 0.1 -0.118
N 0.96380 4.59027 -1.95215 0.1 0.9 -0.4 -0.168
C 2.27220 4.10377 -1.60255 0.1 -0.2 0.1 -0.116
C 2.12680 2.66317 -1.01675 1.0 0.1 0.1 -0.128
N 0.71500 2.30097 -1.01805 -0.6 -1.7 0.1 -0.236
C 0.21030 2.31157 -2.38965 -0.3 0.2 -0.9 -0.150
C 0.37200 3.75487 -2.96415 -0.1 -0.1 -0.1 -0.118
H -1.08700 2.94757 -0.15715 0.1 -0.1 0.0 0.125
H 0.37490 3.20677 0.82775 -0.1 -0.2 -0.2 0.099
H 0.57230 5.35367 -0.06635 0.0 0.0 0.0 0.128
H -0.84800 5.08237 -1.08075 0.0 0.0 0.0 0.130
H 2.71540 4.77597 -0.86805 0.1 0.0 0.0 0.128
H 2.90010 4.09647 -2.49315 0.0 0.0 0.0 0.129
H 2.49430 2.63247 0.01075 -0.1 -0.1 -0.2 0.083
H 2.68100 1.93117 -1.61075 -0.1 0.0 0.1 0.105
H -0.84510 2.01997 -2.38855 0.1 0.0 0.1 0.089
H 0.78150 1.58227 -2.97455 -0.1 0.0 0.1 0.110
H -0.59870 4.16677 -3.24605 0.1 0.0 -0.1 0.130
H 1.02850 3.76167 -3.83415 -0.1 -0.1 -0.1 0.130
C -0.96230 -2.79843 -3.83875 -0.4 -0.1 0.5 -0.239
Ge -2.10420 -2.97053 -2.20715 1.1 -0.2 -0.3 0.854
C -1.25250 -4.21613 -0.88595 -0.4 0.5 -0.4 -0.228
C -4.03920 -3.24473 -2.63785 0.6 0.5 0.4 -0.201
Ge -1.76630 -0.63073 -0.98385 -2.8 -1.6 -0.5 0.940
C -2.54210 -1.00783 0.81125 0.7 0.8 -0.2 -0.391
C -2.09490 -0.17753 1.83625 -0.1 0.2 -0.1 -0.183
C -2.57770 -0.31433 3.12475 0.0 0.0 0.1 -0.079
C -3.49050 -1.31743 3.40795 0.0 0.0 0.1 -0.065
C -3.95380 -2.14433 2.39675 0.0 0.0 0.1 -0.053
C -3.49230 -1.97813 1.10175 0.1 -0.1 -0.5 -0.104
C -3.23430 0.38097 -1.88405 1.2 0.1 0.9 -0.372
C -4.29850 0.83237 -1.10805 0.0 0.2 0.2 -0.104
C -5.22030 1.71867 -1.63215 -0.2 -0.2 0.0 -0.058
C -5.10370 2.13987 -2.94615 0.0 0.0 0.0 -0.050
C -4.06700 1.66637 -3.73895 0.0 -0.1 -0.2 -0.064
C -3.14190 0.78247 -3.21255 0.2 0.1 -0.1 -0.146
H -0.35340 -3.69363 -3.93295 0.0 -0.1 0.0 0.019
H -0.29700 -1.94103 -3.76315 0.0 0.0 0.0 -0.009
H -1.57400 -2.70353 -4.73145 -0.1 0.0 -0.1 0.022
H -0.74060 -5.00283 -1.43475 0.0 -0.1 -0.1 0.021
H -1.98470 -4.67523 -0.22815 -0.1 0.0 0.1 0.019
H -0.51720 -3.67453 -0.29245 0.0 0.1 0.0 -0.009
H -4.12490 -4.09383 -3.30945 0.2 -0.2 -0.1 0.031
H -4.43660 -2.36663 -3.13945 0.0 0.1 0.0 0.019
H -4.63410 -3.44463 -1.75265 0.0 0.0 0.1 0.012
H -1.37660 0.61077 1.59665 -0.1 0.0 0.2 0.071
H -2.25870 0.35997 3.90605 0.1 0.0 0.1 0.110
H -3.84620 -1.44443 4.41815 -0.1 0.0 0.1 0.115
H -4.68110 -2.91193 2.61825 -0.1 0.0 0.0 0.116
H -3.88770 -2.58973 0.29875 0.0 -0.1 0.1 0.085
H -4.40380 0.49577 -0.08895 0.0 0.1 0.2 0.092
H -6.03110 2.06747 -1.01205 -0.1 0.1 0.0 0.114
H -5.83090 2.82627 -3.35145 0.0 0.1 -0.1 0.116
H -3.98100 1.98257 -4.76635 0.0 0.0 -0.1 0.112
H -2.33220 0.40387 -3.82365 0.1 0.1 -0.2 0.099
```
Forces are in eV/Å.

relative energy (zero: lowest compared OMol25 entry of this formula, charge and spin): 198.6 kJ/mol
LUMO energy (spin up / spin down): -7.58 / -7.69 eV
frontier orbital gap (spin up / spin down): 5.564 / 5.438 eV
multiplicity: 2
net charge: +2
largest force on an atom: 3.2 eV Å⁻¹

***

2.
Below is a structure of composition C25H42CeN2O8P2 at a distorted geometry, with properties calculated with ωB97M-V/def2-TZVPD.

XYZ file:
```
80
Properties=species:S:1:pos:R:3:forces:R:3:lowdin_charge:R:1
Ce -0.14602 0.47227 0.64054 -1.2 -0.4 -0.1 1.339
C -2.84079 3.84313 1.96091 -0.1 0.2 0.1 -0.016
C -2.00400 3.02912 1.01557 0.2 -0.3 -0.3 -0.437
O -1.89152 1.76303 1.29144 -0.2 0.1 0.1 -0.217
C -1.43782 3.62217 -0.09301 0.0 0.2 0.1 -0.010
C -0.85770 2.97132 -1.24128 -0.4 0.0 0.1 -0.298
C -0.58267 3.79215 -2.46164 0.0 0.1 -0.1 -0.016
N -0.67194 1.68292 -1.23698 0.2 0.1 -0.7 -0.123
N -0.20771 1.05095 -2.40668 -0.2 0.3 0.1 0.117
C -0.18467 -0.23695 -2.24503 0.0 -0.6 0.0 -0.417
O -0.50068 -0.86318 -1.12364 0.0 0.5 -0.4 -0.222
C 0.25874 -1.10544 -3.37054 0.0 0.2 0.0 -0.144
C 0.49005 -0.58025 -4.63928 0.0 0.0 -0.1 -0.028
C 0.91493 -1.40861 -5.66458 0.0 0.0 0.0 -0.078
C 1.11189 -2.76465 -5.43402 0.0 0.0 0.0 -0.085
C 0.88164 -3.29201 -4.17284 0.0 0.1 0.1 -0.077
C 0.45523 -2.46361 -3.14317 0.0 -0.1 -0.1 -0.024
H -2.95048 3.32987 2.91436 0.0 0.0 0.0 0.070
H -3.83903 3.99047 1.54406 0.0 0.0 0.0 0.096
H -2.41322 4.83265 2.12548 0.0 0.0 0.0 0.084
H -1.59452 4.69014 -0.17061 0.1 0.0 -0.1 0.108
H -0.56655 4.85086 -2.21191 0.0 0.0 0.0 0.078
H -1.36904 3.62418 -3.20069 0.0 0.0 0.0 0.099
H 0.35229 3.50052 -2.93531 0.0 0.0 0.1 0.081
H 0.33793 0.47502 -4.82001 0.0 0.0 0.1 0.109
H 1.09201 -0.99418 -6.64872 0.0 0.0 0.0 0.104
H 1.44383 -3.40602 -6.24042 0.0 0.0 0.0 0.103
H 1.03379 -4.34703 -3.98541 0.0 0.0 0.0 0.102
H 0.27553 -2.86338 -2.15604 0.0 0.0 0.0 0.110
C 1.76107 -3.91513 5.12263 0.0 -0.2 0.2 -0.026
C 2.32694 -2.56043 4.78620 -0.1 0.1 -0.4 -0.410
C 3.77616 -2.39889 5.16671 0.1 0.0 0.1 -0.029
O 2.22199 -2.41609 3.30697 0.1 -0.1 0.3 -0.146
P 1.62512 -1.15920 2.61909 0.3 0.3 -0.6 0.450
O 1.64329 -1.20313 1.13301 0.2 -0.6 0.6 -0.274
C 2.51628 0.31010 3.17505 0.3 -0.1 0.5 -0.181
P 1.97720 1.90543 2.50999 -0.5 -0.5 -0.4 0.457
O 1.77650 1.76663 1.03042 0.8 0.7 0.8 -0.319
O 2.87420 3.01981 3.07645 0.5 0.3 -0.1 -0.152
C 4.28127 3.42976 2.73025 -0.5 -0.1 0.0 -0.362
C 4.62295 3.07292 1.30813 0.3 0.0 -0.1 -0.042
C 5.18475 2.82512 3.77078 0.2 -0.1 0.1 -0.036
O 0.56839 2.13046 3.15968 0.1 0.2 0.2 -0.190
C 0.37560 2.53615 4.57825 0.1 -0.1 -0.4 -0.389
C 0.13103 4.02283 4.59630 -0.1 0.1 0.2 -0.016
C -0.77016 1.71523 5.10576 -0.1 0.0 0.2 -0.017
O 0.13712 -0.92337 3.13123 -0.4 -0.3 0.1 -0.245
C -0.88192 -2.04140 3.03390 0.3 0.3 0.0 -0.354
C -1.62211 -2.03670 4.34445 -0.1 -0.1 0.1 -0.029
C -1.79148 -1.83570 1.83229 0.1 -0.1 0.1 -0.029
H 1.83455 -4.07818 6.19913 0.0 0.0 0.0 0.100
H 2.32357 -4.70424 4.62351 0.0 0.0 0.0 0.102
H 0.71216 -4.00052 4.83973 0.0 0.0 0.0 0.074
H 1.70233 -1.77490 5.22220 0.0 0.0 0.1 0.131
H 4.38114 -3.15774 4.67021 0.0 0.0 0.0 0.101
H 3.88278 -2.52947 6.24474 0.0 0.0 0.0 0.099
H 4.17457 -1.41726 4.91230 -0.1 0.0 0.0 0.072
H 3.54655 0.13316 2.84709 0.0 0.0 0.1 0.096
H 2.50415 0.37608 4.26811 0.1 0.0 0.0 0.089
H 4.21961 4.50905 2.84597 0.0 0.0 0.0 0.150
H 4.69525 1.99416 1.15276 -0.1 0.0 0.1 0.091
H 5.60735 3.49424 1.09372 0.0 0.0 0.0 0.102
H 3.91574 3.48164 0.59030 -0.1 0.0 0.0 0.092
H 5.25712 1.74081 3.65729 -0.1 0.0 0.0 0.079
H 4.83872 3.05830 4.77686 0.0 0.0 0.0 0.091
H 6.19465 3.22175 3.65703 0.0 0.0 0.0 0.099
H 1.30203 2.29206 5.10497 0.0 0.0 0.0 0.135
H -0.77685 4.25973 4.04112 0.0 0.0 0.0 0.081
H 0.96471 4.57786 4.17060 0.0 -0.1 0.0 0.084
H -0.00086 4.34914 5.62991 0.0 0.0 0.0 0.100
H -1.67549 1.90131 4.52605 0.0 0.0 0.0 0.091
H -0.96335 1.99573 6.14284 0.0 0.0 0.0 0.101
H -0.54970 0.64966 5.07364 0.0 0.0 0.0 0.063
H -0.29898 -2.95426 2.91196 -0.1 -0.1 0.0 0.139
H -2.23804 -1.14233 4.44534 0.0 0.0 0.0 0.095
H -0.93882 -2.08858 5.19249 0.0 0.0 0.0 0.082
H -2.27948 -2.90636 4.38526 0.0 0.0 0.0 0.103
H -2.29900 -0.86431 1.85335 0.0 0.0 0.1 0.093
H -2.58197 -2.58499 1.88713 0.0 0.0 0.0 0.119
H -1.29687 -2.00547 0.87129 0.1 0.0 0.0 0.077
```
Forces are in eV/Å.

relative energy (zero: lowest compared OMol25 entry of this formula, charge and spin): 27.2 kJ/mol
LUMO energy (spin up / spin down): -2.13 / -2.13 eV
frontier orbital gap (spin up / spin down): 7.419 / 7.466 eV
multiplicity: 2
net charge: +1
largest force on an atom: 1.3 eV Å⁻¹

***

Which formula does entry 2 have?
C25H42CeN2O8P2